1.
The following is a quantum chemistry calculation of a structure of composition C19H15AuN3O4 in a non-equilibrium geometry, from the Open Molecules 2025 dataset.

Charge: +1
E_LUMO in eV: -4.4
Molecular weight in g/mol: 546.313
Total energy in eV: -36293.193
2S+1: 1
ΔE to the lowest compared entry with this formula, charge and spin in kJ/mol: 4.1

Atoms and positions in Å:
1 Au -0.0492 -0.1617 -0.1955
2 O 3.4131 1.3412 -1.5314
3 C 2.2849 1.1294 -1.1571
4 N 1.7013 -0.0905 -1.0547
5 C 2.4306 -1.3310 -1.2028
6 C 1.5292 -2.4666 -0.8135
7 C 1.9495 -3.7819 -0.8796
8 C 1.0763 -4.7986 -0.5401
9 C -0.2177 -4.4827 -0.1546
10 C -0.5886 -3.1593 -0.0907
11 N 0.2697 -2.1747 -0.4031
12 C 1.3369 2.2349 -0.7488
13 C 1.6842 3.5626 -0.8172
14 C 0.7595 4.5126 -0.3999
15 C -0.4797 4.1044 0.0678
16 C -0.7714 2.7531 0.1183
17 N 0.1288 1.8575 -0.2865
18 H 3.3316 -1.3354 -0.5819
19 H 2.7529 -1.4655 -2.2394
20 H 2.9600 -3.9949 -1.1999
21 H 1.4011 -5.8295 -0.5810
22 H -0.9370 -5.2450 0.1053
23 H -1.5834 -2.8634 0.2076
24 H 2.6673 3.8185 -1.1876
25 H 1.0070 5.5647 -0.4378
26 H -1.2211 4.8168 0.3983
27 H -1.7180 2.3629 0.4678
28 O -1.8690 0.0293 0.6804
29 C -2.3936 -1.0218 1.3665
30 C -3.5285 -1.6554 0.8705
31 C -4.0354 -2.7729 1.5174
32 C -3.4153 -3.2735 2.6541
33 C -2.2976 -2.6323 3.1636
34 C -1.7874 -1.4969 2.5455
35 C -0.5738 -0.8475 3.1592
36 O 0.1059 -1.3534 3.9991
37 O -0.2880 0.3879 2.6656
38 H -1.0387 0.5997 2.0209
39 H -3.9921 -1.2656 -0.0265
40 H -4.9188 -3.2607 1.1264
41 H -3.8129 -4.1485 3.1493
42 H -1.8060 -2.9892 4.0592

2.
The following is a quantum chemistry calculation of a structure of composition C36H29N6O5OsP, from the Open Molecules 2025 dataset.

Charge: +2
E_LUMO (alpha / beta) in eV: -6.1 / -8.2
Molecular weight in g/mol: 846.869
⟨S²⟩: 6.02
Total energy in eV: -68722.746
2S+1: 5
ΔE to the lowest compared entry with this formula, charge and spin in kJ/mol: 2.7

Atoms and positions in Å:
1 Os -0.0600 0.1808 -0.3171
2 O 1.5535 -1.2721 5.3430
3 C 1.2847 -0.9455 4.0923
4 C 1.9248 0.1086 3.4127
5 C 1.5528 0.3453 2.1134
6 N 0.6227 -0.3986 1.5239
7 C -0.0118 -1.3914 2.1484
8 C 0.2882 -1.7071 3.4457
9 C -1.0639 -2.0194 1.2639
10 O -1.7359 -2.9521 1.5430
11 O -1.1662 -1.3568 0.0594
12 C 2.0437 1.4458 1.2035
13 O 2.8327 2.2792 1.4964
14 O 1.4363 1.3850 -0.0259
15 H 2.2500 -0.7281 5.7381
16 H 2.6841 0.7239 3.8791
17 H -0.2164 -2.5126 3.9601
18 C 3.2897 -2.0483 -4.8083
19 C 3.4440 -1.5912 -3.5078
20 C 2.3794 -0.9790 -2.8633
21 C 1.1644 -0.8337 -3.5257
22 C 1.0090 -1.2909 -4.8352
23 C 2.0763 -1.9001 -5.4705
24 P -0.1864 0.0572 -2.7585
25 C -1.7184 -0.8386 -3.0203
26 C -1.6603 -2.2379 -3.0134
27 C -2.8221 -2.9716 -3.1562
28 C -4.0428 -2.3200 -3.3076
29 C -4.1043 -0.9349 -3.3012
30 C -2.9458 -0.1888 -3.1444
31 C -0.2635 1.7188 -3.4432
32 C 0.6457 2.6640 -2.9632
33 C 0.6927 3.9262 -3.5299
34 C -0.1655 4.2506 -4.5721
35 C -1.0593 3.3085 -5.0605
36 C -1.1096 2.0390 -4.5066
37 H 4.1194 -2.5245 -5.3118
38 H 4.3891 -1.7111 -2.9971
39 H 2.5042 -0.6137 -1.8494
40 H 0.0626 -1.1831 -5.3507
41 H 1.9638 -2.2613 -6.4828
42 H -0.7106 -2.7492 -2.9119
43 H -2.7794 -4.0517 -3.1585
44 H -4.9470 -2.8998 -3.4298
45 H -5.0492 -0.4239 -3.4248
46 H -3.0189 0.8886 -3.1101
47 H 1.3326 2.4188 -2.1618
48 H 1.4046 4.6527 -3.1641
49 H -0.1281 5.2369 -5.0142
50 H -1.7172 3.5544 -5.8827
51 H -1.7984 1.3144 -4.9159
52 C -3.7137 0.6811 0.0727
53 C -2.7981 1.8482 0.0144
54 N -1.4634 1.8265 0.1098
55 C -1.0248 3.1463 0.0269
56 C -2.0981 3.9466 -0.1180
57 N -3.2046 3.1192 -0.1165
58 C -4.5646 3.5594 -0.4189
59 N -4.7002 3.7485 -1.8316
60 N -4.5930 2.6632 -2.6311
61 N -4.6421 3.0195 -3.8528
62 C -4.7897 4.3895 -3.9009
63 C -4.9058 5.2509 -4.9991
64 C -5.0415 6.5887 -4.7259
65 C -5.0656 7.0726 -3.3970
66 C -4.9604 6.2387 -2.3084
67 C -4.8213 4.8772 -2.5967
68 H -3.1610 -0.2444 -0.0644
69 H -4.4608 0.7447 -0.7159
70 H -4.2209 0.6446 1.0386
71 H 0.0148 3.4099 0.0747
72 H -2.1826 5.0126 -0.2244
73 H -4.7600 4.4973 0.0991
74 H -5.2624 2.8036 -0.0642
75 H -4.9006 4.8685 -6.0097
76 H -5.1411 7.2941 -5.5376
77 H -5.1816 8.1350 -3.2335
78 H -4.9943 6.6258 -1.2997

3.
The following is a quantum chemistry calculation of a cluster of 13 separate species, C19H64N10O13 in total in a non-equilibrium geometry, from the Open Molecules 2025 dataset.

E_LUMO in eV: 0.1
Molecular weight in g/mol: 640.778
Total energy in eV: -62254.935
2S+1: 1
ΔE to the lowest compared entry with this formula, charge and spin in kJ/mol: 178.6

Atoms and positions in Å:
1 C -0.0361 0.7756 -4.6229
2 C 0.0572 -0.4816 -3.7377
3 O -1.1292 -1.1342 -3.9584
4 H -1.0797 1.1481 -4.7030
5 H 0.1511 0.4103 -5.6279
6 H 0.5162 1.6404 -4.3979
7 H 0.0331 -0.1753 -2.6934
8 H 0.9781 -0.9896 -3.9068
9 H -1.6814 -0.6083 -3.4016
10 C 2.8704 -2.4910 -2.3681
11 C 4.4147 -2.7576 -2.5926
12 O 5.0919 -2.2773 -1.4513
13 H 2.2863 -2.6144 -3.3053
14 H 2.7222 -1.4832 -2.1285
15 H 2.4948 -2.9913 -1.5433
16 H 4.8678 -2.1756 -3.4380
17 H 4.5267 -3.7477 -2.7900
18 H 5.6981 -2.9588 -1.2135
19 C 1.6238 2.2147 -1.7420
20 C 0.2676 2.8303 -1.5055
21 O 0.4576 4.2171 -1.6308
22 H 2.0346 2.3830 -2.7758
23 H 1.7288 1.1302 -1.5185
24 H 2.3625 2.6740 -1.1588
25 H 0.0857 2.5983 -0.3948
26 H -0.6017 2.4892 -2.0559
27 H 0.1917 4.6037 -0.8006
28 C 2.4793 5.1179 0.8872
29 C 2.7437 4.3897 2.2049
30 O 3.1677 3.0164 2.1747
31 H 2.4106 4.4307 0.0910
32 H 3.2337 5.8965 0.6347
33 H 1.5239 5.5801 0.9012
34 H 1.8391 4.5421 2.8572
35 H 3.4789 4.9619 2.6817
36 H 2.4037 2.4807 1.9963
37 C -3.1368 -2.7767 0.4914
38 C -3.5434 -1.4029 0.9389
39 O -4.2006 -1.5346 2.1832
40 H -2.6206 -2.5614 -0.4507
41 H -3.9352 -3.4718 0.3025
42 H -2.3025 -3.0706 1.1484
43 H -4.2317 -1.0454 0.3091
44 H -2.7698 -0.5831 0.9943
45 H -4.3416 -0.5946 2.3489
46 C -0.1929 -3.4426 -1.6703
47 C -1.3640 -3.8942 -2.5581
48 O -1.5391 -5.2086 -2.2015
49 H 0.3029 -2.5220 -1.9836
50 H 0.5658 -4.2764 -1.6382
51 H -0.4885 -3.2909 -0.6771
52 H -1.2027 -3.9436 -3.5914
53 H -2.2822 -3.2614 -2.4343
54 H -2.2602 -5.4353 -2.7165
55 C -1.8360 3.8890 0.9585
56 O -0.5263 4.1352 1.3166
57 N -2.5931 4.7335 0.3003
58 N -2.5172 2.8068 1.3644
59 H -2.0032 5.4868 -0.0884
60 H -3.6595 4.7006 0.1643
61 H -2.0114 1.8961 1.5237
62 H -3.4764 2.6574 0.9679
63 C 1.2459 -2.9781 2.3306
64 O 1.7455 -3.0407 0.9595
65 N 1.7855 -2.2088 3.2698
66 N 0.2699 -3.7183 2.6887
67 H 2.6948 -1.8125 3.0792
68 H 1.5873 -2.0995 4.3120
69 H -0.2094 -4.3173 1.9612
70 H 0.0328 -3.9921 3.6387
71 C -1.2227 -0.4290 3.5692
72 O -2.1723 0.5587 3.6395
73 N 0.0547 -0.1604 3.6207
74 N -1.4325 -1.7292 3.4285
75 H 0.3330 0.8725 3.5938
76 H 0.7872 -0.8737 3.3369
77 H -2.4020 -1.9221 3.2331
78 H -0.6726 -2.4397 3.2906
79 C 3.2317 0.0632 0.8456
80 O 2.3103 0.3734 1.7819
81 N 3.3369 -1.1451 0.3489
82 N 4.2600 0.8198 0.6051
83 H 2.6075 -1.9122 0.5822
84 H 4.0083 -1.3519 -0.4369
85 H 4.2052 1.7686 1.0154
86 H 4.9958 0.5825 -0.1191
87 C -3.9444 -0.3119 -2.3549
88 O -2.7241 0.1913 -1.9250
89 N -4.1052 -1.2095 -3.2374
90 N -5.1502 0.1026 -1.8767
91 H -3.2137 -1.6812 -3.6501
92 H -5.0023 -1.3920 -3.8478
93 H -5.1081 0.7972 -1.0615
94 H -5.7670 -0.5732 -1.4697
95 C -0.3312 2.8354 4.4076
96 O 0.4637 2.5890 3.3214
97 H -1.3949 2.9783 4.1086
98 H -0.1235 3.7594 4.8523
99 H -0.2481 2.0861 5.1545
100 H 0.1982 3.1500 2.6160
101 C -0.2452 -0.7382 0.1452
102 O -0.4430 0.5108 0.7107
103 H -0.8471 -0.8598 -0.7453
104 H -0.4554 -1.5677 0.7751
105 H 0.7398 -0.8696 -0.0822
106 H 0.2735 0.6601 1.3162

4.
The following is a quantum chemistry calculation of the molecule C3H7ClO2 in a non-equilibrium geometry, from the Open Molecules 2025 dataset.

E_LUMO in eV: 0.6
SMILES: CCC(O)(O)Cl
Molecular weight in g/mol: 110.540
Total energy in eV: -19840.781
2S+1: 1
ΔE to the lowest compared entry with this formula, charge and spin in kJ/mol: 147.1

Atoms and positions in Å:
1 C 1.0158 0.2553 -0.5452
2 C -0.2633 0.7983 -0.0114
3 C -1.5293 -0.4615 0.1383
4 O -1.4124 -1.2304 -0.9978
5 O -1.5108 -1.1073 1.3094
6 Cl -3.0258 0.6315 -0.1383
7 H 1.5201 -0.2832 0.1581
8 H 1.6733 1.1010 -0.6759
9 H 1.0928 -0.2333 -1.4899
10 H -0.5508 1.6331 -0.4755
11 H -0.1112 0.9558 1.0328
12 H -2.1703 -1.8911 -0.9549
13 H -2.2570 -0.8958 1.8794

5.
The following is a quantum chemistry calculation of a cluster of 2 separate species, C7H12BrN3O in total in a non-equilibrium geometry, from the Open Molecules 2025 dataset.

E_LUMO in eV: 0.4
SMILES: O=C1NN=NC12CCCCC2.Br
Molecular weight in g/mol: 234.097
Total energy in eV: -84012.217
2S+1: 1
ΔE to the lowest compared entry with this formula, charge and spin in kJ/mol: 0.0

Atoms and positions in Å:
1 O -1.8853 0.9421 -0.0357
2 C -1.4876 -0.2329 -0.1210
3 N -2.3250 -1.3246 -0.1929
4 N -1.5793 -2.4859 -0.1453
5 N -0.3638 -2.2994 -0.1946
6 C -0.0630 -0.8397 -0.1720
7 C 0.6553 -0.2758 -1.3513
8 C 1.3665 1.0813 -1.1935
9 C 2.1636 0.9632 0.1271
10 C 1.2105 0.6503 1.3159
11 C 0.6954 -0.7211 1.1549
12 H -3.3357 -1.2496 -0.0298
13 H 0.0745 -0.2077 -2.1917
14 H 1.5234 -1.0121 -1.6594
15 H 0.7093 1.8739 -1.2121
16 H 2.0456 1.2292 -1.9943
17 H 3.1794 0.4258 0.0082
18 H 2.6287 1.9740 0.3699
19 H 1.6265 0.9770 2.3660
20 H 0.3848 1.3312 1.2694
21 H 1.4803 -1.5964 1.2230
22 H 0.0804 -1.0419 1.9552
23 Br -5.0751 0.8790 0.6223
24 H -3.7096 0.9601 0.0814